Record 1
{"formula": "C5H13N4", "method": "wB97M-V/def2-TZVPD", "species": ["C", "C", "C", "C", "C", "N", "N", "N", "N", "H", "H", "H", "H", "H", "H", "H", "H", "H", "H", "H", "H", "H"], "coordinates": [[-0.917, 0.479, 1.789], [-1.396, -0.299, 0.633], [-0.159, -0.892, 0.136], [0.017, -1.867, -0.946], [2.848, 0.484, -0.020], [0.348, 0.494, 1.914], [0.841, -0.414, 0.826], [-2.396, 1.581, -1.172], [2.163, -0.632, 0.629], [-1.534, 1.040, 2.468], [-2.246, -0.960, 0.778], [-1.798, 0.479, -0.149], [1.073, -2.039, -1.133], [-0.472, -1.539, -1.860], [-0.451, -2.808, -0.657], [2.405, 0.651, -1.001], [2.796, 1.407, 0.565], [3.888, 0.198, -0.146], [-2.515, 2.461, -0.683], [-3.306, 1.284, -1.509], [-1.804, 1.748, -1.977], [2.616, -0.857, 1.516]], "forces_ev_per_a": [[0.0, -0.4, -0.3], [0.2, -0.1, 0.3], [0.3, 0.0, 0.2], [0.2, -0.2, -0.2], [0.0, 0.4, 0.0], [1.3, -0.7, -0.9], [-2.1, 1.2, 1.4], [-0.2, 0.2, -0.3], [0.8, -0.4, 0.1], [-0.1, 0.2, 0.2], [0.0, -0.1, 0.0], [0.2, -0.2, 0.1], [0.0, 0.0, 0.0], [-0.1, 0.1, 0.0], [0.0, 0.0, 0.0], [0.1, 0.0, 0.0], [0.0, 0.0, 0.0], [0.0, 0.0, 0.0], [-0.1, 0.1, -0.1], [0.0, 0.1, 0.0], [0.0, 0.1, -0.1], [-0.4, 0.0, -0.1]], "energy_ha": -417.040076, "orbital_gap_ev": 10.5, "total_charge": 1}

Record 2
{"formula": "C5H13N4", "method": "wB97M-V/def2-TZVPD", "species": ["C", "C", "C", "C", "C", "N", "N", "N", "N", "H", "H", "H", "H", "H", "H", "H", "H", "H", "H", "H", "H", "H"], "coordinates": [[-2.205, -1.142, 0.286], [2.044, -0.193, -0.013], [3.162, 0.104, 0.867], [1.980, 0.572, -1.317], [-3.621, 0.797, 0.034], [-1.905, -2.184, 0.677], [1.080, -1.003, 0.247], [-2.285, 0.033, -0.141], [-1.097, 0.694, -0.281], [3.221, 1.170, 0.948], [4.012, -0.312, 0.345], [2.919, -0.336, 1.906], [2.948, 0.440, -1.760], [1.827, 1.702, -0.907], [1.063, 0.174, -1.917], [-3.445, 1.653, 0.724], [-3.919, 1.157, -0.980], [-4.295, 0.025, 0.446], [-1.665, -3.165, 0.867], [1.257, -1.532, 1.053], [-0.234, 0.240, 0.039], [-0.843, 1.104, -1.123]], "forces_ev_per_a": [[0.8, -1.7, -0.1], [-2.1, -0.6, -0.9], [-0.6, -1.2, 1.9], [-2.4, 1.4, 1.8], [1.2, -0.3, -0.5], [0.1, -1.5, 0.7], [0.4, 0.7, -1.6], [-2.1, 1.8, -0.3], [1.4, 1.5, 2.0], [0.5, 0.6, 0.1], [0.8, 0.0, 0.5], [1.0, 0.6, -1.6], [0.2, 0.4, -0.8], [0.4, -2.3, -1.6], [2.0, 0.9, 0.7], [-0.1, -0.8, -0.4], [0.1, -0.4, 1.0], [0.0, 0.7, -0.3], [-0.4, 1.1, -0.3], [0.3, -0.6, 1.8], [-0.8, -0.8, 0.5], [-0.8, 0.5, -2.4]], "energy_ha": -416.960167, "orbital_gap_ev": 9.8, "total_charge": 1}

Record 3
{"formula": "C5H13N4", "method": "wB97M-V/def2-TZVPD", "species": ["C", "C", "C", "C", "C", "N", "N", "N", "N", "H", "H", "H", "H", "H", "H", "H", "H", "H", "H", "H", "H", "H"], "coordinates": [[2.388, -0.096, -0.091], [1.107, 0.833, -0.474], [-0.083, 0.082, 0.103], [-0.942, 0.864, 1.045], [-2.268, -1.015, -0.412], [2.062, -1.128, 0.606], [0.764, -1.476, 0.760], [3.611, 0.295, -0.209], [-0.972, -0.597, -0.860], [1.258, 1.736, -0.045], [1.113, 0.826, -1.542], [-0.144, 1.380, 1.747], [-1.666, 0.296, 1.627], [-1.347, 1.704, 0.458], [-2.023, -1.691, 0.338], [-2.758, -0.156, 0.093], [-2.706, -1.275, -1.327], [0.738, -1.445, 1.793], [3.912, 1.027, -0.815], [4.378, -0.310, 0.179], [-1.179, -0.085, -1.742], [-0.414, -1.398, -1.197]], "forces_ev_per_a": [[-5.0, -1.2, 2.0], [0.8, -5.1, -0.5], [1.0, -1.7, 1.5], [3.0, 1.9, 1.5], [-0.3, 1.9, 1.2], [1.9, 0.2, -1.4], [-1.4, 3.1, -0.2], [4.5, 0.1, 0.0], [2.2, 0.8, -3.2], [0.3, 3.0, 1.1], [-0.2, 0.5, -0.8], [-1.9, -1.0, -0.9], [0.2, 0.3, 0.0], [-0.5, -0.2, 0.4], [-0.6, -2.1, 1.0], [0.0, -0.7, -0.9], [-1.6, -1.2, -0.5], [-1.1, -0.1, -0.4], [-0.1, 0.3, -0.2], [-1.4, 0.9, -0.7], [0.7, 0.4, 0.7], [-0.4, -0.2, 0.3]], "energy_ha": -416.988706, "orbital_gap_ev": 8.6, "total_charge": 1}

Record 4
{"formula": "C5H13N4O", "method": "wB97M-V/def2-TZVPD", "species": ["C", "C", "C", "C", "C", "N", "N", "N", "N", "O", "H", "H", "H", "H", "H", "H", "H", "H", "H", "H", "H", "H", "H"], "coordinates": [[1.701, -0.336, -1.057], [0.996, -0.276, -3.152], [-0.175, -0.748, -2.255], [-2.650, 0.221, 1.612], [-1.803, -0.342, 0.540], [2.071, -0.015, -2.237], [-0.554, -0.363, 0.581], [0.495, -0.935, -1.002], [0.974, 0.930, 2.482], [2.232, 0.504, 1.993], [2.329, -0.256, -0.188], [1.296, -1.097, -3.811], [0.826, 0.604, -3.775], [-0.974, 0.002, -2.197], [-0.611, -1.696, -2.577], [-2.061, 0.599, 2.443], [-3.249, 1.030, 1.189], [-3.350, -0.536, 1.964], [-2.307, -0.755, -0.328], [0.050, 0.048, 1.334], [2.959, 0.834, 2.545], [0.871, 0.632, 3.452], [0.936, 1.950, 2.443]], "forces_ev_per_a": [[1.3, 1.2, -0.3], [-0.3, -0.1, -0.3], [-0.7, 0.2, -0.7], [-0.2, 0.1, 0.3], [-0.1, -0.2, -0.1], [0.6, 0.2, 0.6], [1.9, -0.2, -2.9], [-2.4, -1.5, 2.7], [0.3, 0.2, 0.3], [0.1, -0.1, -0.1], [0.0, 0.0, 0.2], [-0.1, 0.1, 0.0], [-0.1, -0.1, 0.0], [0.1, 0.0, 0.0], [0.0, 0.1, 0.0], [0.0, 0.0, 0.0], [0.0, 0.0, 0.0], [0.0, 0.0, 0.0], [0.0, 0.0, -0.3], [-0.2, 0.1, 0.2], [-0.3, 0.1, 0.1], [0.1, 0.1, -0.1], [0.1, -0.2, 0.1]], "energy_ha": -492.158188, "orbital_gap_ev": [7.8, 7.8], "total_charge": 1}

Record 5
{"formula": "C5H13N4O6PS", "method": "wB97M-V/def2-TZVPD", "species": ["O", "C", "O", "C", "C", "O", "P", "S", "O", "H", "H", "H", "H", "H", "C", "O", "N", "N", "H", "H", "H", "H", "C", "O", "N", "N", "H", "H", "H", "H"], "coordinates": [[0.966, 2.597, -1.186], [0.243, 1.493, -0.979], [0.445, 0.367, -0.015], [-0.298, -0.720, -0.670], [-1.431, 0.034, -1.583], [-1.642, -0.782, -2.789], [-3.163, 0.404, -0.863], [-3.188, 1.934, 0.380], [-0.902, 1.380, -1.909], [-0.559, -1.699, -0.084], [0.479, -1.080, -1.500], [-1.681, -0.101, -3.549], [-3.791, -0.712, -0.188], [-4.040, 0.724, -1.997], [-2.194, -0.321, 3.309], [-3.031, -0.512, 2.440], [-2.270, -0.885, 4.528], [-1.122, 0.470, 3.124], [-1.591, -0.739, 5.256], [-3.062, -1.488, 4.708], [-1.027, 0.914, 2.220], [-0.423, 0.640, 3.827], [3.889, -0.412, -1.155], [3.249, -0.819, -0.198], [3.475, 0.610, -1.925], [5.065, -0.950, -1.525], [3.988, 0.959, -2.717], [2.594, 1.043, -1.681], [5.413, -1.722, -0.971], [5.607, -0.629, -2.309]], "forces_ev_per_a": [[-4.1, -7.7, 2.3], [2.6, 5.5, -1.6], [-2.1, 2.9, -3.4], [1.1, -0.5, -3.0], [-0.3, -1.2, -0.8], [0.6, 3.0, -0.1], [-1.1, 1.5, 1.3], [0.3, -0.4, -0.7], [2.6, -3.4, 3.6], [0.2, 2.6, -0.4], [-1.8, 0.4, 1.6], [0.0, -1.6, 1.6], [0.8, 0.1, -0.9], [1.1, -0.8, 0.6], [-0.3, 0.1, -0.6], [-0.1, -0.4, -0.1], [-0.5, -0.9, 1.3], [0.9, 0.7, -0.6], [-0.1, 0.0, -0.2], [0.3, 0.3, 0.0], [-0.1, 0.0, 0.3], [-0.1, -0.1, -0.1], [-0.4, -0.1, 0.5], [-0.1, -0.2, 0.1], [-0.8, 0.9, -0.6], [1.3, -0.9, -0.1], [-0.1, -0.1, 0.2], [0.4, 0.1, -0.1], [-0.1, 0.3, -0.2], [-0.1, -0.1, 0.2]], "energy_ha": -1608.300247, "orbital_gap_ev": 8.6, "smiles": "O=C1OC[C@@](O)([PH2]=S)O1.NC(N)=O.NC(N)=O", "total_charge": 0}

Record 6
{"formula": "C5H13N4OS", "method": "wB97M-V/def2-TZVPD", "species": ["C", "C", "C", "C", "C", "N", "N", "N", "N", "O", "S", "H", "H", "H", "H", "H", "H", "H", "H", "H", "H", "H", "H", "H"], "coordinates": [[-0.026, 0.304, 0.392], [-2.294, 1.277, 0.441], [-2.420, 0.384, 1.562], [-2.242, -1.001, -0.603], [2.727, 1.161, -1.072], [3.415, -1.442, -0.522], [0.842, -0.504, -0.123], [3.210, 0.118, 1.583], [-1.661, 0.009, 0.342], [0.193, 1.384, 0.922], [2.864, -0.162, 0.124], [-3.216, 1.403, -0.233], [-1.715, 2.092, 0.423], [-1.791, 0.641, 2.443], [-3.328, -0.233, 1.717], [-1.721, -0.879, -1.542], [-2.035, -1.988, -0.068], [-3.395, -0.811, -0.619], [3.174, 2.128, -0.779], [3.201, 0.550, -1.893], [1.648, 1.193, -1.334], [4.014, -1.912, 0.129], [0.628, -1.440, -0.492], [3.235, 1.069, 1.754]], "forces_ev_per_a": [[-0.4, 2.0, 1.5], [-5.7, -0.5, -2.4], [0.3, -0.5, 1.8], [-1.1, -0.6, 2.5], [-0.4, -1.2, -1.2], [-1.4, 2.1, -0.3], [0.1, -1.8, -0.4], [-0.4, -2.3, -2.1], [2.0, -0.9, -0.9], [0.0, -1.5, -0.6], [0.5, -1.4, 1.3], [1.5, -0.4, 1.0], [2.2, 2.7, 0.4], [-0.5, -0.6, -0.7], [0.7, 0.6, -0.1], [-0.3, -0.2, -0.3], [-0.4, 1.0, -1.3], [2.3, -0.5, -0.3], [0.0, -0.8, -0.1], [0.0, 1.4, 0.4], [0.9, 0.5, 0.4], [0.3, -0.5, 0.6], [0.0, 0.7, 0.4], [-0.2, 2.6, 0.8]], "energy_ha": -890.339928, "orbital_gap_ev": 10.4, "smiles": "C[N+]1(C(=O)NS(C)(=N)=N)CC1", "total_charge": 1}

Record 7
{"formula": "C5H13NO", "method": "wB97M-V/def2-TZVPD", "species": ["C", "C", "C", "N", "C", "C", "H", "H", "H", "H", "H", "H", "H", "H", "H", "H", "H", "H", "H", "O"], "coordinates": [[-1.565, -1.443, 1.685], [-0.378, -0.529, 1.481], [0.520, -0.724, 0.519], [1.708, -0.035, 0.360], [1.991, 0.808, -0.801], [1.293, 2.166, -0.767], [-2.455, -0.854, 1.892], [-1.385, -2.142, 2.499], [-1.544, -2.044, 0.783], [-0.228, 0.314, 2.155], [0.268, -1.433, -0.257], [1.997, 0.450, 1.197], [3.064, 0.975, -0.845], [1.715, 0.259, -1.700], [1.630, 2.740, -1.639], [0.212, 2.098, -0.792], [1.605, 2.698, 0.136], [-2.755, -0.474, -0.902], [-2.079, 0.303, -2.026], [-2.700, -0.433, -1.869]], "forces_ev_per_a": [[1.4, 0.4, -0.1], [0.0, 0.1, 0.7], [-0.8, 0.4, -0.4], [1.1, 0.2, 0.2], [-0.6, -0.2, 0.0], [0.7, -0.1, -0.2], [-0.3, -0.3, -0.3], [-0.1, 0.0, 0.3], [-1.0, -0.2, -0.2], [0.0, -0.2, 0.1], [0.2, -0.2, -0.2], [-0.2, 0.0, 0.1], [0.2, -0.1, 0.0], [-0.1, -0.1, -0.1], [-0.2, 0.2, 0.1], [-0.3, -0.1, 0.0], [-0.1, 0.1, 0.0], [0.0, 0.1, 0.0], [0.0, 0.0, 0.0], [0.0, -0.1, -0.1]], "energy_ha": -328.221663, "s_squared": 0.750, "orbital_gap_ev": [2.8, 8.6], "spin_multiplicity": 2, "total_charge": -1}

Record 8
{"formula": "C5H13NO", "method": "wB97M-V/def2-TZVPD", "species": ["C", "C", "N", "C", "C", "C", "H", "H", "H", "H", "H", "H", "H", "H", "H", "H", "H", "H", "H", "O"], "coordinates": [[2.414, -0.053, -0.453], [1.045, -0.485, -1.009], [-1.517, -0.086, 0.573], [-1.119, 0.730, -0.484], [0.110, 0.700, -1.013], [-2.036, 1.876, -0.822], [2.365, 0.454, 0.512], [3.152, -0.852, -0.382], [2.822, 0.693, -1.146], [0.685, -1.297, -0.370], [1.167, -0.825, -2.038], [-2.501, -0.166, 0.782], [-1.022, -0.969, 0.525], [0.489, 1.578, -1.519], [-3.052, 1.564, -1.065], [-2.076, 2.642, -0.046], [-1.658, 2.352, -1.725], [-0.191, -2.183, 3.701], [0.591, -3.293, 3.064], [0.332, -2.377, 2.915]], "forces_ev_per_a": [[0.3, 0.4, -0.6], [0.5, 0.8, 1.3], [0.2, -0.7, -0.5], [0.0, 1.4, 0.5], [0.0, -0.9, -0.4], [0.3, 0.3, -0.2], [-0.3, -0.2, 0.1], [-0.1, -0.2, 0.0], [0.1, -0.1, 0.1], [-0.2, -0.1, -0.3], [0.0, -0.3, 0.0], [0.1, -0.1, -0.4], [-0.4, 0.0, 0.6], [-0.3, -0.1, -0.5], [-0.1, -0.2, 0.2], [-0.1, -0.1, 0.2], [0.0, 0.1, 0.0], [0.0, 0.2, -0.1], [0.1, 0.0, -0.2], [-0.1, -0.2, 0.2]], "energy_ha": -328.275371, "orbital_gap_ev": 8.3, "smiles": "CC/C=C(/C)N.O", "total_charge": 0}

Record 9
{"formula": "C5H13NO", "method": "wB97M-V/def2-TZVPD", "species": ["C", "C", "C", "O", "N", "H", "H", "H", "H", "H", "H", "H", "C", "C", "H", "H", "H", "H", "H", "H"], "coordinates": [[2.862, -0.432, -0.298], [2.143, -0.291, -1.641], [1.981, 0.034, 0.872], [2.348, 0.779, 1.749], [0.674, -0.409, 0.825], [3.023, -1.490, -0.063], [3.804, 0.082, -0.134], [1.552, 0.627, -1.647], [1.479, -1.140, -1.739], [-0.073, 0.001, 1.352], [0.430, -1.232, 0.297], [2.742, -0.173, -2.541], [-3.163, -0.061, 0.891], [-2.599, 0.926, -0.161], [-4.053, -0.491, 0.450], [-2.444, -0.814, 1.231], [-3.306, 0.434, 1.850], [-2.824, 1.926, 0.203], [-3.051, 0.820, -1.147], [-1.524, 0.904, -0.346]], "forces_ev_per_a": [[-0.3, -0.4, 1.1], [-0.1, 0.7, 0.1], [-0.9, 0.1, -0.3], [0.4, 0.3, 0.0], [0.2, -0.6, -0.5], [0.3, 0.0, -0.3], [0.0, 0.1, -0.5], [-0.2, -0.1, 0.2], [-0.2, 0.0, -0.4], [0.2, 0.2, 0.5], [0.0, 0.3, -0.1], [0.5, -0.5, 0.2], [1.2, 0.3, -0.2], [0.1, 0.3, 0.4], [-0.2, -0.3, 0.6], [-0.1, -0.4, -0.8], [-0.8, 0.3, -0.2], [0.0, 0.2, -0.3], [-0.2, -0.1, 0.1], [0.0, -0.2, 0.3]], "energy_ha": -328.298023, "orbital_gap_ev": 10.5, "smiles": "CCC(N)=O.CC", "total_charge": 0}

Record 10
{"formula": "C5H13NO", "method": "wB97M-V/def2-TZVPD", "species": ["C", "C", "C", "N", "C", "C", "H", "H", "H", "H", "H", "H", "H", "H", "H", "H", "H", "H", "H", "O"], "coordinates": [[-2.937, 0.142, -0.452], [-1.486, 0.482, -0.647], [-0.481, -0.257, -0.179], [0.880, 0.043, -0.249], [1.692, 0.218, 0.965], [0.872, 0.474, 2.228], [-3.207, -0.741, -1.019], [-3.099, -0.163, 0.583], [-3.578, 1.003, -0.616], [-1.221, 1.295, -1.316], [-0.712, -1.195, 0.333], [1.165, 0.594, -1.040], [2.360, 1.055, 0.781], [2.310, -0.674, 1.041], [1.472, 1.026, 2.944], [0.616, -0.445, 2.756], [0.020, 1.087, 1.948], [1.750, -1.860, -3.260], [1.586, -1.057, -1.957], [1.997, -1.029, -2.846]], "forces_ev_per_a": [[0.5, -0.4, 0.6], [0.4, -0.3, -0.5], [-0.4, 0.1, 0.5], [0.2, -0.4, -0.8], [-0.2, -0.4, -0.4], [0.6, 0.0, -0.1], [-0.4, 0.1, -0.5], [0.0, 0.1, 0.1], [-0.1, -0.1, -0.4], [-0.1, 0.4, 0.3], [0.0, 0.3, 0.3], [-0.2, 0.5, 0.2], [0.1, 0.1, 0.0], [0.2, 0.0, 0.5], [0.2, 0.3, 0.1], [-0.5, 0.0, -0.3], [-0.3, -0.2, 0.3], [0.0, 0.0, 0.0], [0.2, 0.0, -0.4], [-0.2, 0.0, 0.5]], "energy_ha": -328.259093, "orbital_gap_ev": 9.1, "smiles": "C/C=C/NCC.O", "total_charge": 0}